This record from the OMol25 dataset describes a structure of composition C2H21FeO11. The level of theory is the ωB97M-V functional and the def2-TZVPD basis.

Output
Highest occupied orbital energy (alpha / beta) in eV: -4.37 / -8.91
Expectation value of S²: 8.756
Frontier orbital gap (alpha / beta) in eV: 4.47 / 8.83
Multiplicity: 6

Cartesian coordinates (Å):
Fe -14.7643 -24.6135 -20.2488
O -12.9661 -25.9007 -20.1739
O -12.7584 -23.9058 -19.5063
O -15.1818 -25.6617 -18.4854
O -12.8995 -23.6687 -16.7400
O -13.8764 -27.6245 -16.9082
O -13.9028 -28.4849 -20.9303
O -15.2781 -22.4700 -19.7014
O -11.1057 -21.7374 -17.9423
O -11.4175 -28.3390 -17.4271
O -14.0950 -23.7345 -22.1259
O -9.3091 -28.2872 -20.0967
C -12.2154 -25.0069 -19.7137
C -10.8598 -25.3874 -19.3102
H -12.9371 -27.7081 -17.0722
H -14.5390 -23.7660 -22.9733
H -16.0198 -25.5414 -18.0388
H -10.2887 -24.5936 -18.8286
H -14.5491 -27.8426 -21.2234
H -9.1572 -29.1289 -19.6670
H -10.9328 -26.3061 -18.7282
H -11.2548 -22.4529 -18.5605
H -13.3298 -23.1794 -22.2763
H -14.2831 -28.2308 -17.5272
H -9.8508 -28.5000 -20.8566
H -13.0827 -27.9939 -20.8788
H -10.6161 -22.1386 -17.2243
H -11.0283 -27.8825 -18.1730
H -10.1987 -25.6572 -20.1338
H -15.6777 -21.7753 -20.2247
H -13.3272 -22.8124 -16.7379
H -12.7804 -23.8751 -17.6671
H -11.3542 -29.2668 -17.6539
H -15.1375 -22.0725 -18.8420
H -14.6966 -26.2682 -17.9260

Atomic partial charges in e from the Löwdin method, atoms 1 to 5: 0.729 -0.101 -0.093 -0.116 -0.058